The following is a quantum chemistry calculation of a cluster of 2 separate species, C5H11PS in total at a distorted geometry, from the Open Molecules 2025 dataset.

Its maximum force is 0.0752 hartree/bohr. As for the total energy: -936.50506 Eh. Its HOMO energy (alpha / beta) is -8.6 / -8.6 eV. For the energy relative to the best compared isomer or geometry (same formula, charge and spin), the calculation gives 87.26 kcal/mol. The orbital gap (alpha / beta) is 6.74 / 6.76 eV.

Each line ends with the Mulliken charge.
Atoms and positions in Å:
C1 -0.17719 -1.44619 0.26239  -0.54
C2 -0.29401 -0.64462 1.53145  -0.62
C3 -0.96453 -0.75198 -0.78487  -0.60
C4 -0.31305 0.85247 1.13802  -0.70
C5 0.91639 1.47142 -1.24588  -0.98
P1 -0.72526 1.01387 -0.67042  -0.09
S1 -1.76076 4.02094 -1.12855  -0.16
H1 0.82101 -1.69909 -0.05495  0.34
H2 -0.79379 -2.40110 0.60781  0.25
H3 -1.32922 -0.87584 1.84742  0.24
H4 0.32137 -0.78733 2.41270  0.36
H5 -0.99859 -1.25371 -1.83270  0.37
H6 -1.97065 -0.73865 -0.43560  0.31
H7 -0.98837 1.38700 1.87768  0.40
H8 0.60960 1.32401 1.13375  0.38
H9 1.68235 1.12939 -0.61996  0.45
H10 1.28235 1.22687 -2.28201  0.35
H11 0.79645 2.55698 -1.29031  0.25

Cartesian forces, eV/Å:
-0.840 -3.380 1.682
-1.392 1.643 -0.144
-0.528 -1.083 -2.496
-2.442 0.065 1.041
0.014 0.652 -2.512
-0.576 1.320 0.035
0.136 -0.738 0.095
0.396 -0.176 -0.016
1.795 1.134 -1.398
0.413 0.301 0.282
0.491 -0.529 -0.295
0.287 1.014 1.790
-1.286 -0.461 0.115
0.731 -0.279 -1.220
1.957 0.771 0.709
1.189 -0.180 1.170
-1.005 -0.156 0.756
0.662 0.083 0.407



The following is a quantum chemistry calculation of the molecule C3H6N2S at a distorted geometry, from the Open Molecules 2025 dataset.

Its maximum force is 0.0237 hartree/bohr. As for the total energy: -625.60828 Eh. Its HOMO energy is -7.8 eV. For the energy relative to the best compared isomer or geometry (same formula, charge and spin), the calculation gives 8.59 kcal/mol. The orbital gap is 8.32 eV. Its structure (SMILES) is NC(N)=CC=S.

Each line ends with the Mulliken charge.
Atoms and positions in Å:
C1 0.55376 -0.03228 0.06166  0.97
C2 -0.69971 -0.19830 0.67563  -0.65
C3 -1.94657 -0.02548 0.07292  -0.27
H1 1.55215 0.33901 -1.69985  0.24
H2 -0.16872 0.54403 -1.73058  0.03
H3 2.54788 0.12515 0.41970  0.23
H4 1.58362 -0.52013 1.71960  0.23
H5 -0.67762 -0.51257 1.68000  0.19
H6 -2.77450 -0.25042 0.73995  0.26
N1 0.67806 0.42232 -1.19524  -0.30
N2 1.70485 -0.34206 0.72702  -0.47
S1 -2.35319 0.45073 -1.47081  -0.46

Cartesian forces, eV/Å:
-0.394 0.182 -0.455
0.350 0.293 -1.129
0.177 0.002 -0.109
-0.202 -0.006 0.302
-0.573 0.088 -0.172
-0.138 -0.173 0.322
0.356 0.150 -0.431
0.001 -0.334 1.109
-0.085 0.008 0.029
0.765 -0.228 0.271
-0.268 0.031 0.199
0.010 -0.014 0.063



The following is a quantum chemistry calculation of a cluster of 2 separate species, CHNO3S in total at a distorted geometry, from the Open Molecules 2025 dataset.

Its maximum force is 0.0688 hartree/bohr. As for the total energy: -717.15372 Eh. Its HOMO energy (alpha / beta) is -9.8 / -9.8 eV. For the energy relative to the best compared isomer or geometry (same formula, charge and spin), the calculation gives 133.92 kcal/mol. The orbital gap (alpha / beta) is 7.46 / 7.45 eV.

Each line ends with the Mulliken charge.
Atoms and positions in Å:
C1 -1.26141 -0.55625 -0.36920  0.49
N1 -0.97052 -0.96727 0.68418  -0.31
O1 -1.47599 0.00908 -1.35061  -0.42
O2 1.52316 1.25570 -0.50635  -0.22
O3 0.75426 1.63939 -1.36516  0.14
S1 0.01860 3.08632 -1.50569  0.06
H1 -1.16756 -1.57314 1.44932  0.26

Cartesian forces, eV/Å:
-0.515 0.544 -0.273
0.946 -1.038 2.352
-0.398 0.449 -1.792
1.449 -0.043 2.154
-2.027 0.716 -2.812
0.685 -0.561 0.623
-0.141 -0.067 -0.251



The following is a quantum chemistry calculation of a structure of composition C17H43BNO9S2 at a distorted geometry, from the Open Molecules 2025 dataset.

Its maximum force is 0.0369 hartree/bohr. As for the total energy: -2226.73091 Eh. Its total charge is -1. Its HOMO energy is -5.3 eV. The orbital gap is 7.59 eV.

Each line ends with the Mulliken charge.
Atoms and positions in Å:
C1 2.74987 0.12470 -0.39965  -0.81
C2 1.75876 1.21974 -0.90640  -0.28
C3 1.72046 2.38231 0.09946  -0.24
C4 1.11077 3.67740 -0.45347  -1.13
S1 -0.64698 3.87596 -0.07950  1.14
O1 -1.37252 3.20248 -1.17549  -0.70
O2 -0.89475 5.32239 -0.03607  -0.74
N1 -0.81037 3.18687 1.39109  -0.54
S2 -2.34037 2.63939 1.62119  1.02
O3 -2.43873 2.26943 3.04153  -0.79
O4 -3.39763 3.54550 1.18512  -0.66
B1 -2.41265 1.00613 0.69277  0.66
O5 -1.27700 0.23387 0.73008  -0.40
O6 -3.51757 0.51459 0.03741  -0.45
C5 -4.15606 1.44189 -0.85134  -0.30
H1 2.25450 -0.83196 -0.23371  0.18
H2 3.12616 0.42130 0.58512  0.07
H3 3.62545 0.01948 -1.04160  0.34
H4 0.78579 0.73429 -0.98450  0.08
H5 2.06861 1.53631 -1.90389  0.38
H6 2.74522 2.55780 0.43133  0.20
H7 1.12369 2.05511 0.95289  0.42
H8 1.59207 4.52529 0.03786  0.36
H9 1.23055 3.81480 -1.52587  0.44
H10 -1.31778 -0.41554 0.01789  0.26
H11 -4.81182 0.89326 -1.53254  -0.03
H12 -4.78303 2.14389 -0.29966  0.30
H13 -3.45551 2.02230 -1.45220  0.22
C6 -8.36108 -1.56920 -2.08993  -1.09
C7 -7.45880 -0.80896 -3.04733  -0.30
O7 -6.10887 -1.22961 -3.02039  -0.39
C8 -5.86308 -2.57990 -3.35672  -0.38
C9 -6.31434 -2.96092 -4.75729  -1.04
H14 -7.98738 -1.48457 -1.06875  0.29
H15 -9.37370 -1.16530 -2.12711  0.40
H16 -8.41748 -2.63111 -2.33534  0.26
H17 -7.44130 0.24357 -2.76422  0.35
H18 -7.85365 -0.85177 -4.06941  0.32
H19 -6.31020 -3.24713 -2.61081  0.31
H20 -4.78322 -2.70708 -3.27924  0.34
H21 -7.39307 -2.85754 -4.88348  0.27
H22 -6.05258 -3.99920 -4.96662  0.38
H23 -5.83140 -2.32292 -5.49902  0.30
C10 5.20230 5.11198 3.44555  -1.07
C11 4.17933 4.08481 3.90190  -0.35
O8 4.10432 2.94163 3.07247  -0.36
C12 5.28422 2.17600 2.94402  -0.22
C13 5.80281 1.61313 4.25713  -1.18
H24 4.98868 5.43299 2.42499  0.28
H25 5.17557 5.98455 4.09949  0.40
H26 6.21910 4.71497 3.46204  0.26
H27 3.18504 4.52954 3.87341  0.38
H28 4.36142 3.79195 4.94248  0.29
H29 6.06444 2.75640 2.43658  0.33
H30 5.02611 1.35247 2.27694  0.23
H31 6.08283 2.40015 4.95884  0.28
H32 6.68498 0.99588 4.07911  0.39
H33 5.03789 0.99965 4.73532  0.32
C14 4.50737 -4.62369 -0.10832  -1.08
C15 3.30474 -4.16416 0.69920  -0.33
O9 2.23351 -3.68440 -0.08867  -0.33
C16 1.66782 -4.59892 -1.00708  -0.38
C17 1.08913 -5.84652 -0.36073  -1.06
H34 4.87245 -3.81287 -0.74046  0.29
H35 5.31124 -4.93658 0.55945  0.39
H36 4.26751 -5.46727 -0.75758  0.27
H37 3.59654 -3.32711 1.33372  0.34
H38 2.96105 -4.96011 1.36989  0.31
H39 2.39837 -4.86591 -1.77974  0.32
H40 0.87039 -4.05127 -1.50958  0.33
H41 1.85191 -6.43548 0.15075  0.26
H42 0.62946 -6.48283 -1.11826  0.38
H43 0.33045 -5.57626 0.37500  0.31

Cartesian forces, eV/Å:
-0.258 0.485 0.378
0.557 -0.776 0.530
-0.284 -0.338 -0.962
0.217 -0.031 1.189
-0.755 1.195 -0.218
0.408 -0.324 0.833
0.523 -1.070 -0.046
-1.130 0.218 -1.386
0.267 0.811 1.696
0.286 -0.155 -0.953
0.589 -0.454 -0.216
0.164 -0.855 -0.464
-0.265 0.371 0.017
0.680 0.636 -0.254
-1.090 0.313 -0.287
0.155 -0.121 -0.303
0.033 -0.018 -0.027
-0.100 -0.196 -0.102
-0.158 0.394 -0.159
-0.117 0.187 -0.004
-0.026 0.209 0.069
0.225 0.132 0.123
-0.148 0.053 0.000
-0.223 -0.131 -0.081
-0.118 -0.141 0.210
0.195 -0.303 0.139
0.176 -0.008 0.098
0.217 -0.106 0.226
0.062 -0.112 0.035
-0.102 0.004 0.000
0.128 0.116 -0.007
-0.026 -0.085 0.009
-0.067 0.080 -0.040
-0.008 0.034 -0.003
0.011 0.030 0.004
-0.052 0.014 -0.047
0.104 -0.001 -0.002
-0.032 -0.054 0.002
-0.050 -0.025 -0.035
0.008 0.090 0.045
-0.011 -0.063 0.028
0.023 0.004 0.011
0.021 -0.012 0.007
0.094 -0.074 -0.082
-0.006 0.081 0.060
-0.099 -0.077 -0.100
0.058 0.017 -0.003
-0.040 0.040 0.087
-0.031 0.018 0.015
-0.035 0.005 -0.004
0.006 0.018 0.067
-0.041 -0.093 -0.054
0.066 0.009 0.007
0.049 0.008 0.053
-0.086 0.045 -0.020
0.061 0.008 -0.029
-0.011 -0.011 -0.020
0.000 -0.012 -0.022
-0.040 -0.019 -0.121
0.068 -0.047 0.048
-0.078 0.146 -0.001
0.010 -0.073 -0.046
0.035 -0.006 0.110
0.008 0.015 0.029
-0.003 0.026 0.017
0.012 -0.045 0.053
-0.086 0.054 -0.032
0.021 -0.051 -0.030
0.015 -0.061 0.018
0.030 0.085 0.043
0.018 -0.032 -0.061
-0.012 0.021 -0.012
-0.014 0.009 -0.022



What is the maximum force in the second record? 0.0237 hartree/bohr



Copy entry 3 word for word.
The following is a quantum chemistry calculation of a cluster of 2 separate species, CHNO3S in total at a distorted geometry, from the Open Molecules 2025 dataset.

Its maximum force is 0.0688 hartree/bohr. As for the total energy: -717.15372 Eh. Its HOMO energy (alpha / beta) is -9.8 / -9.8 eV. For the energy relative to the best compared isomer or geometry (same formula, charge and spin), the calculation gives 133.92 kcal/mol. The orbital gap (alpha / beta) is 7.46 / 7.45 eV.

Each line ends with the Mulliken charge.
Atoms and positions in Å:
C1 -1.26141 -0.55625 -0.36920  0.49
N1 -0.97052 -0.96727 0.68418  -0.31
O1 -1.47599 0.00908 -1.35061  -0.42
O2 1.52316 1.25570 -0.50635  -0.22
O3 0.75426 1.63939 -1.36516  0.14
S1 0.01860 3.08632 -1.50569  0.06
H1 -1.16756 -1.57314 1.44932  0.26

Cartesian forces, eV/Å:
-0.515 0.544 -0.273
0.946 -1.038 2.352
-0.398 0.449 -1.792
1.449 -0.043 2.154
-2.027 0.716 -2.812
0.685 -0.561 0.623
-0.141 -0.067 -0.251



maximum force of number 1 (C5H11PS)? 0.0752 hartree/bohr